Computed, not measured: a 9-piece molecular cluster, C53H60BrIN10 overall in a non-equilibrium geometry, with ωB97M-V/def2-TZVPD.

For the HOMO energy, the calculation gives -9.3 eV. The SMILES is CCC[C@H](C#N)[C@@](C#N)(C[C@H](C)Br)[C@H](I)CC.c1ccncc1.c1ccncc1.c1ccncc1.c1ccncc1.c1ccncc1.c1ccncc1.c1ccncc1.c1ccncc1. The value obtained for the HOMO-LUMO gap is 9.2164 eV. Its total energy is -5474.7533 a.u. The LUMO energy is -0.07 eV.

Last column: Mulliken charge in e.
Positions of all 125 atoms, in Å:
C  -1.00105  -1.86921  3.72428  -1.064
C  -0.56704  -2.40374  2.30988  -0.038
C  1.00178  -2.46976  2.13564  -1.306
C  1.61979  -1.19284  1.47794  0.526
C  0.91405  0.05105  1.94341  -0.715
N  0.35588  1.00735  2.11684  -0.476
C  1.78689  -1.29434  -0.10633  3.514
C  0.75656  -2.28861  -0.63435  -1.607
N  -0.05083  -2.86191  -1.15484  -0.380
C  1.76754  0.08252  -0.83864  -1.416
C  0.45378  0.55177  -1.53701  -0.391
C  -0.86493  0.49100  -0.71611  -0.733
Br  0.16283  -0.26344  -3.33725  -0.176
C  3.19095  -2.05558  -0.26450  -1.224
I  4.89111  -0.71801  -0.02515  0.167
C  3.32277  -2.98555  -1.49819  -0.586
C  3.10772  -2.33439  -2.90001  -0.808
H  -1.78801  -2.52409  4.14076  0.343
H  -1.45751  -0.86467  3.59599  0.193
H  -0.14565  -1.79573  4.42480  0.254
H  -0.93035  -3.45328  2.25641  0.546
H  -1.05638  -1.87100  1.47527  -0.085
H  1.39001  -2.48761  3.17987  0.637
H  1.33953  -3.42258  1.68637  0.288
H  2.65578  -1.12102  1.87774  0.445
H  2.11760  0.92743  -0.20777  0.602
H  2.52561  0.02116  -1.64901  0.233
H  0.60838  1.62375  -1.77759  0.654
H  -1.71435  0.50754  -1.42832  0.582
H  -0.96621  1.43006  -0.12698  -0.087
H  -0.93698  -0.33923  0.00317  -0.121
H  3.24609  -2.72176  0.62343  0.609
H  4.37946  -3.34297  -1.49324  0.528
H  2.72780  -3.92069  -1.41907  0.380
H  2.04563  -2.44003  -3.17485  0.058
H  3.51458  -1.31482  -3.00902  0.176
H  3.66895  -2.96409  -3.62756  0.437
N  3.83834  3.52023  -6.08437  -0.554
C  3.10923  4.63842  -6.05897  -0.231
C  1.84559  4.72309  -5.49490  -0.423
C  1.30363  3.58139  -4.92703  -0.273
C  2.04077  2.40843  -4.94298  0.155
C  3.29690  2.43290  -5.52982  -0.432
H  3.57338  5.50487  -6.51804  0.350
H  1.30118  5.65812  -5.50095  0.367
H  0.31793  3.60512  -4.47682  0.395
H  1.64980  1.49589  -4.50895  0.268
H  3.91308  1.54015  -5.56343  0.366
N  -1.23747  4.62565  1.67225  -0.219
C  -2.06674  5.66044  1.50054  -0.176
C  -3.40335  5.64639  1.86549  -0.696
C  -3.91454  4.49336  2.43923  -0.167
C  -3.07524  3.40736  2.62647  -0.933
C  -1.75178  3.52407  2.22986  -0.026
H  -1.62408  6.54088  1.04523  0.392
H  -4.02711  6.51551  1.70429  0.374
H  -4.95500  4.44228  2.73721  0.394
H  -3.43770  2.48977  3.07063  0.424
H  -1.05534  2.70336  2.35919  0.771
N  -4.00843  -1.33453  -1.07934  -0.275
C  -3.35031  -2.41208  -1.51925  -0.131
C  -3.93244  -3.66092  -1.67331  -0.474
C  -5.27249  -3.80407  -1.34995  -0.487
C  -5.97569  -2.70142  -0.89001  0.109
C  -5.29996  -1.49654  -0.77547  -0.613
H  -2.30516  -2.25184  -1.75565  0.373
H  -3.35048  -4.49851  -2.03643  0.441
H  -5.76412  -4.76417  -1.45540  0.393
H  -7.02298  -2.77408  -0.62811  0.366
H  -5.80870  -0.60487  -0.42354  0.381
N  8.40396  -3.14499  2.81210  -0.524
C  9.63437  -2.78024  3.17979  -0.245
C  10.12413  -1.48892  3.06042  -0.284
C  9.29193  -0.51949  2.52539  -0.492
C  8.01126  -0.87544  2.13501  -0.107
C  7.61839  -2.19437  2.30052  -0.063
H  10.24991  -3.57370  3.58996  0.358
H  11.13037  -1.24986  3.37779  0.363
H  9.63710  0.50141  2.41411  0.363
H  7.33231  -0.14609  1.71240  0.168
H  6.62471  -2.51995  2.01294  0.388
N  2.18709  3.67462  7.07470  -0.595
C  1.58947  2.82228  6.23783  -0.375
C  1.13072  3.17205  4.97702  -0.380
C  1.29809  4.48281  4.56124  0.156
C  1.91325  5.38606  5.41244  -0.649
C  2.33864  4.93212  6.65151  -0.242
H  1.47869  1.80889  6.60963  0.369
H  0.65554  2.43843  4.33865  0.313
H  0.95095  4.79596  3.58457  0.583
H  2.06039  6.41828  5.12220  0.404
H  2.82875  5.60074  7.35150  0.351
N  -9.27906  -2.61484  -1.24676  -0.298
C  -10.04116  -2.29916  -2.29691  -0.294
C  -11.41284  -2.49234  -2.34057  -0.528
C  -12.03206  -3.04864  -1.23334  -0.104
C  -11.26194  -3.38610  -0.13261  -0.616
C  -9.89796  -3.14834  -0.19002  -0.037
H  -9.51191  -1.86970  -3.14086  0.376
H  -11.98025  -2.21467  -3.21874  0.352
H  -13.10219  -3.21702  -1.22820  0.369
H  -11.70853  -3.82310  0.75053  0.344
H  -9.25455  -3.39309  0.64937  0.362
N  -0.86645  -7.71784  -2.49911  -0.512
C  -1.46425  -8.60346  -3.29965  -0.222
C  -1.95735  -8.29602  -4.55833  -0.305
C  -1.82699  -6.99384  -5.01323  -0.443
C  -1.21157  -6.05694  -4.19910  -0.371
C  -0.74990  -6.46912  -2.95850  -0.382
H  -1.54618  -9.60856  -2.89962  0.366
H  -2.43096  -9.05631  -5.16519  0.364
H  -2.20036  -6.71251  -5.99061  0.368
H  -1.09144  -5.02990  -4.51815  0.437
H  -0.25881  -5.77171  -2.28747  0.687
N  1.77854  7.80468  0.35855  -0.528
C  1.57163  6.68479  1.05764  0.352
C  2.58854  5.88167  1.54646  -0.273
C  3.89843  6.25580  1.29594  -0.649
C  4.13857  7.41272  0.57151  -0.303
C  3.04886  8.14753  0.12963  -0.308
H  0.53385  6.42691  1.22807  0.097
H  2.35904  4.98755  2.10694  0.525
H  4.72226  5.65367  1.66061  0.400
H  5.14734  7.73825  0.35444  0.376
H  3.18717  9.06174  -0.43810  0.367